C40H46CsF6N7O7PSi3 | wB97M-V/def2-TZVPD

Summary:
- HOMO-LUMO gap (alpha / beta) (Ha) = 0.2324 / 0.2323
- charge = -2
- ΔE to the lowest compared entry with this formula, charge and spin (kJ/mol) = 3.7
- largest force on an atom (eV Å⁻¹) = 2.6
- 2S+1 = 2
- LUMO (alpha / beta) (eV) = 2.71 / 2.70
- <S²> = 0.753
- energy (eV) = -116776.23972

Structure (XYZ):
```
111
Properties=species:S:1:pos:R:3:forces:R:3:lowdin_spin:R:1
Cs 0.9077 -0.3644 0.6211 -2.021 -0.233 -1.614 0.002
O 0.8804 -4.8252 3.2721 0.030 0.085 0.080 0.000
C 0.8994 -3.6898 2.7879 -0.048 -0.006 0.198 0.000
N -0.1096 -2.8512 2.5699 0.057 0.272 -0.322 0.000
C -1.2542 -2.6533 3.2152 0.022 -0.209 0.078 0.000
O -1.5011 -2.6959 4.4224 -0.038 -0.103 -0.035 0.000
C -2.3907 -2.2611 2.2773 -0.042 0.091 0.004 0.000
C -3.6773 -2.7232 2.5515 -0.042 0.016 -0.008 0.000
C -4.7032 -2.3918 1.6864 0.002 0.003 -0.016 0.000
C -4.4228 -1.6016 0.5786 0.003 -0.021 -0.001 0.000
C -3.1167 -1.1791 0.3932 0.050 -0.068 0.041 0.000
N -2.1230 -1.4954 1.2205 0.016 -0.053 0.013 0.000
C 2.2084 -3.1704 2.2154 0.055 -0.282 -0.031 0.000
C 3.3365 -3.0628 3.0222 0.063 0.023 -0.038 0.000
C 4.5062 -2.5869 2.4648 -0.024 -0.006 0.013 0.000
C 4.5279 -2.2621 1.1138 -0.007 0.000 0.005 0.000
C 3.3618 -2.4104 0.3887 0.240 -0.230 -0.011 0.000
N 2.2216 -2.8562 0.9212 0.217 -0.439 0.071 0.000
H -3.8420 -3.3289 3.4318 0.038 0.024 0.025 0.000
H -5.7120 -2.7450 1.8689 0.001 -0.002 0.001 0.000
H -5.1968 -1.3177 -0.1235 0.009 -0.004 -0.019 0.000
H -2.8330 -0.5803 -0.4670 -0.027 -0.041 0.036 0.000
H 3.2695 -3.3160 4.0710 -0.019 -0.021 -0.005 0.000
H 5.3869 -2.4403 3.0754 -0.013 0.030 0.009 0.000
H 5.4187 -1.8664 0.6451 -0.014 0.023 -0.001 0.000
H 3.3244 -2.1455 -0.6663 0.023 -0.009 0.039 0.000
O 4.4141 0.3786 3.0871 -0.122 -0.027 0.114 0.000
C 3.3835 0.7377 2.4967 0.208 0.429 0.003 0.000
O 2.1909 0.3717 2.6430 0.990 0.370 1.162 0.000
C 3.6038 1.8368 1.4327 0.096 0.054 0.106 0.000
C 4.5167 2.8576 1.6986 0.004 0.014 -0.084 0.000
C 4.6845 3.8641 0.7654 -0.011 -0.034 0.024 0.000
C 3.9711 3.8017 -0.4247 0.029 0.041 -0.020 0.000
C 3.1054 2.7386 -0.6187 0.065 -0.091 -0.001 0.000
N 2.9068 1.7871 0.2964 0.197 0.290 0.116 0.000
H 5.0703 2.8275 2.6267 0.002 -0.018 0.001 0.000
H 5.3715 4.6820 0.9542 -0.002 0.002 -0.004 0.000
H 4.0835 4.5570 -1.1923 -0.011 -0.018 -0.002 0.000
H 2.5568 2.6339 -1.5487 -0.009 -0.015 0.020 0.000
C -0.8920 3.6332 -2.1686 -0.007 0.059 0.006 0.002
O -1.2197 3.1717 -0.8720 0.107 -0.140 -0.113 0.010
Si -2.4731 3.6405 0.0810 -0.167 0.302 0.000 0.089
C -3.9807 2.5991 -0.3327 0.076 -0.084 0.122 0.001
C -2.9870 5.4167 -0.3138 0.135 -0.043 -0.005 0.024
C -1.8607 3.5922 1.8252 -0.066 -0.212 -0.029 0.610
Si -2.8854 2.8701 3.1955 -0.313 -0.091 0.262 0.083
C -1.9955 2.7412 4.8454 0.128 0.078 -0.119 -0.001
C -4.3422 4.0596 3.4481 0.086 0.009 -0.077 0.030
C -3.5577 1.1550 2.8454 0.125 0.158 -0.093 0.013
Si -0.2972 4.5301 2.2233 0.280 0.222 0.078 0.079
C 0.6183 5.1137 0.6917 -0.117 -0.071 -0.041 -0.002
C -0.8099 6.0624 3.2186 -0.109 -0.094 -0.072 0.027
C 0.9105 3.5495 3.2617 -0.181 -0.061 0.049 0.015
H -0.5438 4.6701 -2.1350 -0.023 0.029 0.013 0.000
H -1.7541 3.5826 -2.8448 0.010 -0.022 -0.013 0.000
H -0.0922 3.0121 -2.5676 -0.051 -0.044 -0.006 0.000
H -4.4557 2.9896 -1.2366 0.040 -0.010 -0.037 0.000
H -4.7248 2.6195 0.4676 -0.002 0.039 -0.054 0.000
H -3.7077 1.5563 -0.5110 -0.029 0.032 0.049 0.000
H -3.2508 5.5172 -1.3710 -0.015 -0.003 0.018 0.004
H -2.1840 6.1234 -0.0980 -0.015 0.034 0.000 0.000
H -3.8565 5.7092 0.2809 -0.007 -0.048 0.003 0.000
H -1.6266 3.7054 5.2020 0.002 -0.019 0.017 0.000
H -1.1455 2.0586 4.7739 -0.032 0.004 0.035 0.000
H -2.6817 2.3422 5.5963 -0.027 -0.011 -0.026 0.000
H -3.9800 5.0823 3.5843 -0.025 -0.007 0.015 0.001
H -4.9175 3.7801 4.3348 -0.001 -0.021 -0.011 0.004
H -5.0183 4.0560 2.5885 0.013 0.002 0.010 0.000
H -2.7371 0.4384 2.7567 -0.077 0.031 0.034 0.000
H -4.1479 1.0958 1.9303 0.033 -0.021 0.066 0.000
H -4.1894 0.8365 3.6787 0.022 0.003 0.029 0.001
H 0.0112 5.7609 0.0554 0.015 0.017 -0.020 0.000
H 0.9210 4.2503 0.0971 0.021 0.034 0.004 0.000
H 1.5236 5.6598 0.9671 -0.010 0.002 0.076 0.000
H -1.5767 6.6483 2.7042 0.037 0.008 -0.015 0.000
H 0.0558 6.7062 3.3941 0.010 -0.012 -0.002 0.004
H -1.2142 5.7650 4.1893 0.003 0.036 0.004 0.000
H 0.9369 2.4955 2.9772 0.143 -0.046 -0.029 0.000
H 0.6555 3.5923 4.3226 0.026 0.012 -0.021 0.000
H 1.9190 3.9522 3.1351 -0.012 -0.022 -0.028 0.002
O -2.2171 -5.9537 -6.4003 0.067 0.045 0.122 0.000
N -1.8087 -5.9769 -5.2483 -0.050 -0.290 -0.202 0.000
O -1.5124 -7.0139 -4.6805 -0.044 0.094 -0.069 0.000
C -1.6937 -4.7083 -4.5239 0.037 0.387 0.110 0.000
C -2.0425 -3.6048 -5.2271 -0.036 -0.223 -0.120 0.000
C -2.0379 -2.3167 -4.6368 0.077 0.140 0.138 0.000
C -2.3756 -1.1634 -5.3688 -0.022 -0.066 -0.022 0.000
C -2.3688 0.0447 -4.7368 -0.010 0.061 -0.012 0.000
C -2.0582 0.0762 -3.3664 0.079 -0.079 -0.054 0.000
N -1.7428 -0.9820 -2.6590 0.022 0.077 0.047 0.000
C -1.6990 -2.1708 -3.2819 -0.071 -0.069 -0.105 0.000
C -1.2860 -3.3456 -2.5294 0.126 -0.213 -0.021 0.000
N -0.9129 -3.1490 -1.2553 -0.103 0.204 -0.064 0.000
C -0.4674 -4.1580 -0.5462 -0.022 0.014 0.022 0.000
C -0.3322 -5.4453 -1.0836 -0.011 -0.001 -0.052 0.000
C -0.7265 -5.6779 -2.3733 0.014 -0.065 0.046 0.000
C -1.2459 -4.6186 -3.1495 0.034 -0.063 0.056 0.000
H -2.3442 -3.7123 -6.2589 -0.005 -0.008 0.004 0.000
H -2.6319 -1.2498 -6.4184 0.042 -0.016 -0.003 0.000
H -2.5899 0.9598 -5.2679 0.008 0.027 0.027 0.000
H -2.0639 1.0177 -2.8329 0.026 0.124 0.063 0.000
H -0.2026 -3.9388 0.4818 0.020 0.029 -0.015 0.000
H 0.0898 -6.2392 -0.4820 -0.033 0.007 0.028 0.000
H -0.6343 -6.6622 -2.7980 0.005 0.043 0.035 0.000
F 0.8835 0.9759 -2.8626 0.030 -0.011 0.057 0.000
P 2.0244 0.6080 -3.9722 -0.131 -0.002 -0.077 0.000
F 3.0612 0.2581 -2.7860 -0.003 -0.005 0.019 0.000
F 2.5147 2.1586 -3.9514 0.012 0.041 0.023 0.000
F 0.9660 0.9744 -5.1536 -0.037 0.002 0.010 0.000
F 3.1456 0.2626 -5.0814 0.017 -0.018 -0.004 0.000
F 1.5067 -0.9235 -3.9878 -0.030 -0.029 -0.012 0.000
```
Positions in Å, forces in eV/Å.